# 1
ORCA calculation (ωB97M-V/def2-TZVPD) on C33H27N8O4SSeTl as an isolated structure.

## Properties
- Max |F|: 0.0073 hartree/bohr
- Energy relative to the best compared isomer or geometry (same formula, charge and spin): 92.9 kJ/mol

Atoms and positions in Å:
1 Tl 0.977 0.220 0.713
2 C 3.724 -2.314 2.339
3 C 2.717 -2.660 1.268
4 O 1.573 -2.938 1.563
5 C 3.219 -2.596 -0.123
6 C 2.501 -2.755 -1.245
7 C 3.131 -2.800 -2.605
8 N 1.132 -3.137 -1.144
9 N 0.215 -2.643 -1.798
10 C 0.414 -1.409 -2.566
11 O 1.103 -0.503 -2.173
12 C -0.414 -1.355 -3.790
13 C -0.646 -0.110 -4.371
14 C -1.402 -0.021 -5.526
15 C -1.909 -1.175 -6.111
16 C -1.673 -2.417 -5.537
17 C -0.937 -2.509 -4.367
18 H 3.643 -1.237 2.522
19 H 4.749 -2.530 2.046
20 H 3.473 -2.831 3.263
21 H 4.277 -2.395 -0.235
22 H 4.207 -2.671 -2.516
23 H 2.745 -2.025 -3.264
24 H 2.939 -3.769 -3.071
25 H -0.236 0.774 -3.900
26 H -1.598 0.945 -5.971
27 H -2.499 -1.104 -7.016
28 H -2.075 -3.311 -5.994
29 H -0.780 -3.468 -3.893
30 N 3.131 1.680 -0.522
31 C 2.925 3.102 -0.233
32 C 1.440 3.453 0.003
33 O 1.029 4.511 -0.468
34 O 0.764 2.614 0.688
35 H 4.099 1.413 -0.399
36 H 2.880 1.465 -1.481
37 H 3.302 3.764 -1.015
38 H 3.455 3.341 0.692
39 Se -7.545 0.611 -0.005
40 N -6.462 -0.708 0.519
41 C -5.247 -0.352 0.207
42 C -4.071 -1.173 0.471
43 C -4.158 -2.426 1.075
44 C -3.004 -3.144 1.284
45 C -1.789 -2.588 0.883
46 N -1.695 -1.400 0.309
47 C -2.809 -0.694 0.101
48 C -2.660 0.627 -0.554
49 N -1.422 1.018 -0.874
50 C -1.265 2.190 -1.467
51 C -2.322 3.042 -1.781
52 C -3.597 2.649 -1.453
53 C -3.782 1.417 -0.826
54 C -5.103 0.933 -0.441
55 N -6.205 1.600 -0.645
56 H -5.129 -2.805 1.364
57 H -3.026 -4.121 1.747
58 H -0.854 -3.117 1.026
59 H -0.250 2.494 -1.683
60 H -2.121 3.998 -2.244
61 H -4.458 3.272 -1.657
62 S 1.615 -0.439 5.869
63 C 0.929 -0.529 4.275
64 N 0.835 0.580 3.633
65 C 1.326 1.632 4.389
66 C 1.357 2.964 3.968
67 C 1.874 3.905 4.832
68 C 2.353 3.540 6.099
69 C 2.323 2.228 6.527
70 C 1.803 1.272 5.655
71 H 0.634 -1.484 3.857
72 H 0.978 3.211 2.983
73 H 1.909 4.944 4.532
74 H 2.752 4.301 6.756
75 H 2.689 1.954 7.507

---

# 2
ORCA calculation (ωB97M-V/def2-TZVPD) on a 2-piece molecular cluster, C6H12O overall.

## Properties
- SMILES: C1=CCC1.COC
- Max |F|: 0.0059 hartree/bohr
- Energy relative to the best compared isomer or geometry (same formula, charge and spin): 266.4 kJ/mol

Atoms and positions in Å:
1 C 0.373 1.478 1.190
2 C -0.563 1.064 2.048
3 C -1.692 1.185 1.047
4 C -0.596 1.653 0.040
5 H 1.448 1.624 1.266
6 H -0.541 0.745 3.087
7 H -2.188 0.248 0.772
8 H -2.451 1.941 1.282
9 H -0.714 2.673 -0.342
10 H -0.448 0.961 -0.795
11 C 1.234 -1.531 0.019
12 O 0.051 -1.474 -0.734
13 C 0.316 -1.484 -2.112
14 H 0.953 -1.525 1.074
15 H 1.878 -0.659 -0.178
16 H 1.810 -2.444 -0.204
17 H -0.641 -1.401 -2.632
18 H 0.959 -0.637 -2.406
19 H 0.814 -2.417 -2.421

---

# 3
ORCA calculation (ωB97M-V/def2-TZVPD) on a 2-piece molecular cluster, C5H11O2S overall at a distorted geometry.

## Properties
- Charge: -1
- Max |F|: 0.0334 hartree/bohr
- Energy relative to the best compared isomer or geometry (same formula, charge and spin): 51.1 kJ/mol

Atoms and positions in Å:
1 C -0.081 -1.107 -2.573
2 C 1.180 -2.076 -0.398
3 S 1.392 -2.141 -2.227
4 H 0.115 -0.231 -3.191
5 H -0.826 -1.704 -3.089
6 H -0.456 -0.715 -1.632
7 H 0.149 -2.293 -0.177
8 H 1.518 -1.089 -0.100
9 H 1.914 -2.761 0.031
10 C -0.222 1.275 0.796
11 C -0.041 2.457 1.763
12 C -1.285 0.251 1.373
13 O -2.282 0.721 1.933
14 O -0.977 -0.936 1.091
15 H -0.626 1.574 -0.168
16 H 0.668 0.665 0.628
17 H 0.350 2.145 2.730
18 H -1.072 2.723 1.871
19 H 0.582 3.242 1.339

---

# 4
ORCA calculation (ωB97M-V/def2-TZVPD) on one molecule with the formula C21H30N4O at a distorted geometry.

## Properties
- SMILES: CC(C)c1ccc(N[C@@H]2CCCN(C(=O)c3cc(C(C)C)[nH]n3)C2)cc1
- Max |F|: 0.0202 hartree/bohr
- Energy relative to the best compared isomer or geometry (same formula, charge and spin): 92.8 kJ/mol

Atoms and positions in Å:
1 C 7.094 0.416 1.144
2 C 6.303 1.385 0.263
3 C 6.125 2.732 0.967
4 C 4.968 0.797 -0.121
5 C 4.012 0.474 0.833
6 C 2.792 -0.069 0.483
7 C 2.478 -0.310 -0.855
8 N 1.252 -0.789 -1.271
9 C 0.343 -1.516 -0.419
10 C 0.848 -2.924 -0.063
11 C -0.200 -3.659 0.767
12 C -1.535 -3.686 0.023
13 N -1.953 -2.336 -0.295
14 C -3.053 -1.830 0.313
15 O -3.753 -2.524 1.038
16 C -3.444 -0.425 0.072
17 C -4.740 0.059 0.357
18 C -4.704 1.402 0.064
19 C -5.747 2.470 0.107
20 C -6.764 2.195 1.213
21 C -6.442 2.565 -1.256
22 N -3.442 1.649 -0.360
23 N -2.673 0.567 -0.361
24 C -1.015 -1.631 -1.128
25 C 3.439 0.014 -1.816
26 C 4.653 0.557 -1.453
27 H 7.222 -0.538 0.637
28 H 8.078 0.824 1.368
29 H 6.575 0.237 2.083
30 H 6.876 1.554 -0.656
31 H 5.564 3.417 0.335
32 H 7.094 3.176 1.185
33 H 5.586 2.610 1.902
34 H 4.219 0.644 1.880
35 H 2.080 -0.301 1.260
36 H 1.245 -1.100 -2.232
37 H 0.191 -0.938 0.499
38 H 1.041 -3.476 -0.987
39 H 1.790 -2.850 0.485
40 H -0.338 -3.146 1.721
41 H 0.125 -4.680 0.972
42 H -1.433 -4.254 -0.909
43 H -2.315 -4.139 0.636
44 H -5.554 -0.527 0.726
45 H -5.250 3.427 0.312
46 H -7.475 3.015 1.280
47 H -6.265 2.087 2.172
48 H -7.312 1.280 1.004
49 H -6.934 1.624 -1.490
50 H -7.190 3.354 -1.243
51 H -5.723 2.783 -2.044
52 H -3.053 2.535 -0.645
53 H -0.886 -2.198 -2.061
54 H -1.393 -0.635 -1.354
55 H 3.220 -0.165 -2.860
56 H 5.375 0.796 -2.222

---

# 5
ORCA calculation (ωB97M-V/def2-TZVPD) on C14H14AlClNO2 as an isolated structure at a distorted geometry.

## Properties
- Charge: -1
- Max |F|: 0.0379 hartree/bohr
- Energy relative to the best compared isomer or geometry (same formula, charge and spin): 0.0 kJ/mol

Atoms and positions in Å:
1 C -0.848 1.053 -2.034
2 C 0.533 0.909 -2.331
3 C 1.294 1.567 -1.319
4 C 0.369 2.158 -0.384
5 C -0.975 1.781 -0.802
6 Al 0.106 0.111 0.204
7 N -1.321 -1.131 0.160
8 C -0.418 -2.304 -0.006
9 C 0.854 -1.630 -0.540
10 H 2.370 1.724 -1.309
11 H 0.947 0.423 -3.211
12 H 0.607 2.956 0.316
13 H -1.888 2.204 -0.389
14 H -1.672 0.729 -2.664
15 H 0.865 -1.591 -1.636
16 H -0.858 -3.076 -0.663
17 H -1.912 -1.292 0.983
18 H 1.772 -2.056 -0.152
19 H -0.169 -2.798 0.958
20 Cl 0.699 2.122 8.321
21 C 0.765 1.483 6.738
22 C 1.192 0.160 6.535
23 C 1.237 -0.351 5.235
24 C 0.873 0.449 4.150
25 C 0.417 1.755 4.360
26 C 0.365 2.283 5.653
27 C 0.941 -0.123 2.767
28 O 1.247 -1.298 2.548
29 O 0.603 0.764 1.844
30 H 1.487 -0.446 7.385
31 H 1.567 -1.370 5.049
32 H 0.118 2.360 3.505
33 H 0.026 3.301 5.821